(1)
The following is a DFT calculation (wB97M-V/def2-TZVPD) of C5H7NO in the gas phase.

## Properties
SMILES: C=CN(C=C)C=O
LUMO: 0.03423 hartree
E_tot: -324.65946 a.u.
orbital gap: 0.3646 hartree
F_max: 0.04861 Eh/bohr
HOMO level: -8.990 eV
energy relative to the best compared isomer or geometry (same formula, charge and spin): 1.7689 eV

ORCA input file:
```
! wB97M-V def2-TZVPD RIJCOSX def2/J DEFGRID3
* xyz 0 1
O 1.2212 1.6470 -0.0657
H -1.5736 -1.4737 -0.8509
H -3.6405 -0.3560 -0.0882
C 2.1539 -0.8662 0.2403
H 0.6201 -2.1473 -0.4147
C -1.4933 -0.5888 -0.1795
H -2.5902 0.8365 0.9031
H -0.8594 1.7617 -0.3280
C 0.1033 1.1463 -0.1634
C 0.8828 -1.1279 -0.0491
N -0.1733 -0.1740 0.0019
H 2.8511 -1.6977 0.0150
H 2.5423 0.0828 0.5129
C -2.6310 -0.0575 0.2787
*
```

Results of the natural (NBO) charge analysis, in e, for atoms 1 through 6: -0.586, 0.193, 0.224, -0.401, 0.208, 0.004

=====

(2)
The following is a DFT calculation (wB97M-V/def2-TZVPD) of a molecular structure, C10H24BaN3Si.

## Properties
LUMO: 0.08565 hartree
E_tot: -874.71624 a.u.
orbital gap: 0.1029 hartree
F_max: 0.04570 Eh/bohr
HOMO level: -0.469 eV
energy relative to the best compared isomer or geometry (same formula, charge and spin): 0.0000 eV

ORCA input file:
```
! wB97M-V def2-TZVPD RIJCOSX def2/J DEFGRID3
* xyz -1 1
C 2.3701 -2.7929 1.7283
H 3.0268 -2.7362 -1.6237
H -2.0052 2.2279 0.8293
N -1.5933 0.6636 -4.3426
Ba -1.2035 0.5615 -1.4124
C -1.0727 0.2086 3.2709
H -1.8272 -3.0895 -2.9286
H 0.9670 -1.4821 2.7419
C 1.7479 -1.3547 -0.6089
H -1.3143 3.1693 2.1545
H -0.4968 -1.9393 -2.5983
H -0.4440 3.1441 0.6103
C 2.6017 -2.4502 -0.6638
H 2.1407 2.2485 1.8783
H -2.1611 -1.7936 -1.7959
N 0.2571 0.0439 0.6262
C 1.5694 1.7163 2.6558
H -0.5941 -0.6915 3.6837
Si -0.0529 1.0963 1.9837
H -1.0265 1.3301 -4.8718
H -1.0036 -3.1227 -1.3411
H -2.2591 3.3661 -2.7521
C 1.4570 -1.7454 1.7985
H -1.5572 -0.2107 -4.8709
H 1.5779 -0.7113 -1.4898
H -2.5619 0.9919 -4.4367
C 2.9306 -3.1589 0.4983
C -1.0457 2.5283 1.2975
H 2.6289 -3.3361 2.6384
H 2.2104 0.9059 3.0358
N -1.6767 3.2235 -1.9118
H -2.2097 3.5693 -1.1057
C 1.1372 -0.9969 0.6278
H 3.6478 -3.9761 0.4358
H -1.2734 0.9002 4.1053
H -0.8658 3.8439 -1.9999
H 1.3697 2.4166 3.4822
C -1.3607 -2.4717 -2.1555
H -2.0345 -0.0960 2.8272
*
```

Results of the natural (NBO) charge analysis, in e, for atoms 1 through 6: -0.208, 0.200, 0.229, -1.191, 0.163, -1.141

=====

(3)
The following is a DFT calculation (wB97M-V/def2-TZVPD) of 2 unconnected molecules or ions with the total composition C18H19I2NO7S.

## Properties
LUMO: 0.12194 hartree
E_tot: -2272.19409 a.u.
orbital gap: 0.1036 hartree
F_max: 0.04358 Eh/bohr
HOMO level: 0.498 eV

ORCA input file:
```
! wB97M-V def2-TZVPD RIJCOSX def2/J DEFGRID3
* xyz -2 1
H -1.7268 -4.7410 -1.3757
C 0.0729 -0.7083 -0.7656
I 3.9299 2.1135 1.7571
C 2.9169 3.6367 -0.6498
C 0.8675 1.3398 0.1536
H 3.2432 -0.0694 -1.7568
O -2.9986 -1.1255 3.9611
C 0.9209 -3.2894 -1.7912
C -3.3694 0.9900 -0.7291
C -0.2535 -3.1925 -1.1861
C 2.2983 0.0938 -1.2494
H 0.7093 2.2024 0.7917
O -2.1088 -1.7438 -1.0067
C -0.9003 -1.8318 -0.9890
C -0.9203 -4.4526 -0.6851
H 2.5769 4.1580 0.2431
H -1.7308 -5.4086 2.3241
C 1.3143 -0.8283 -1.3966
H -3.9503 1.8324 -1.1120
O 2.2692 -1.9626 -3.2616
C -0.1807 0.4213 0.0204
C 4.2507 4.3021 -1.0596
H -2.6204 3.4371 -0.4999
C -2.2091 1.4514 0.1274
O -3.8314 0.9613 2.9968
H -0.0386 -5.2471 1.8461
H -0.1633 -5.2463 -0.6797
H 4.5056 4.0465 -2.0890
S -3.0293 0.3558 4.1174
I 1.5233 3.8839 -2.2645
H -1.1616 -6.3360 0.9378
C 1.5838 -2.0367 -2.2560
C -2.1194 2.9489 0.3470
O -1.6354 0.8969 4.0591
H -2.9012 0.5111 -1.5957
H 5.0459 3.8747 -0.4366
H -3.9708 0.2681 -0.1782
H 4.0557 1.8289 -0.9057
N -1.3885 0.6175 0.6474
O -1.3880 -4.2862 0.6347
H 1.4421 -4.2319 -1.9325
H -2.6851 3.2056 1.2469
C -1.0606 -5.3774 1.4648
C 3.2175 2.1591 -0.2941
H 4.2585 5.3750 -0.8693
C 2.0739 1.2002 -0.4540
O -3.6493 0.7134 5.4254
H -1.0851 3.2900 0.3674
*
```

Results of the natural (NBO) charge analysis, in e, for atoms 1 through 6: 0.184, -0.109, 0.089, -0.335, -0.175, 0.207

=====

(4)
The following is a DFT calculation (wB97M-V/def2-TZVPD) of 2 unconnected molecules or ions with the total composition C7H12N2OSSi.

## Properties
SMILES: C[Si](C)(C)/N=C/C=C=O.N=C=S
LUMO: 0.01384 hartree
E_tot: -1146.30672 a.u.
orbital gap: 0.3349 hartree
F_max: 0.08015 Eh/bohr
HOMO level: -8.738 eV
energy relative to the best compared isomer or geometry (same formula, charge and spin): 0.0000 eV

ORCA input file:
```
! wB97M-V def2-TZVPD RIJCOSX def2/J DEFGRID3
* xyz 0 1
C 1.2812 -2.2814 -2.1820
H -1.7506 2.4590 1.1477
S 0.7793 -3.2062 -3.3040
H -2.5690 -1.2007 0.3074
H -3.0203 1.1758 1.2415
H -1.2063 -2.0996 -0.0460
C 0.6291 0.0259 2.4947
C 2.2580 0.7378 -2.6144
H 1.3504 -0.8408 -0.6198
H 0.7795 1.8632 -3.2543
H -0.0453 2.3396 -0.8582
C 0.4332 1.3980 -1.0711
H 0.0990 0.0483 3.3726
H -1.8976 1.6671 2.4959
C -1.6087 -1.3962 0.6559
C -1.9218 1.4877 1.4983
N 1.6654 -1.7172 -1.1890
N 0.2891 0.3275 -0.4131
Si -0.6316 0.1690 1.0772
H 1.0663 -0.9089 2.5224
O 3.1903 0.1319 -2.8236
C 1.1076 1.3287 -2.3742
H -1.7098 -2.1488 1.5839
H 1.4328 0.6402 2.3521
*
```

Results of the natural (NBO) charge analysis, in e, for atoms 1 through 6: 0.187, 0.236, -0.039, 0.232, 0.246, 0.255

=====

(5)
The following is a DFT calculation (wB97M-V/def2-TZVPD) of 2 unconnected molecules or ions with the total composition C5H14OS2.

## Properties
LUMO (spin up / spin down): -0.18372 / -0.29064 hartree
E_tot: -1070.20574 a.u.
orbital gap (spin up / spin down): 0.3134 / 0.2061 hartree
F_max: 0.04995 Eh/bohr
HOMO level (spin up / spin down): -13.527 / -13.516 eV
energy relative to the best compared isomer or geometry (same formula, charge and spin): 0.0000 eV

ORCA input file:
```
! wB97M-V def2-TZVPD RIJCOSX def2/J DEFGRID3
* xyz 1 2
H -1.1638 2.9933 1.8031
S 0.3891 1.3319 0.9103
H -1.9811 1.4161 1.5586
O 0.8798 -1.5913 -0.3786
H -0.8223 1.6463 2.9070
H 0.6062 -2.8982 1.1992
C -0.2016 -3.7961 -0.5713
C -1.3313 -1.9651 0.7702
H 1.2123 1.9374 -2.9005
C -1.0481 1.9222 1.8590
H 1.6049 0.5333 -1.8579
C 0.0331 -2.5454 0.3184
H 0.7938 -4.1456 -0.8541
H -1.9018 -1.6157 -0.1067
S -0.1896 1.9228 -1.0290
H -0.7824 -3.5464 -1.4691
H -1.9124 -2.7556 1.2722
C 1.3708 1.6206 -1.8647
H -0.7154 -4.5718 0.0284
H -1.2435 -1.1375 1.4942
H 0.9602 -0.8145 0.1851
H 2.1785 2.1970 -1.4014
*
```

Results of the natural (NBO) charge analysis, in e, for atoms 1 through 6: 0.268, 0.399, 0.272, -0.734, 0.276, 0.167

=====

(6)
The following is a DFT calculation (wB97M-V/def2-TZVPD) of 8 unconnected molecules or ions with the total composition C24H56N8O8.

## Properties
SMILES: CN(C)C=O.CN(C)C=O.CN(C)C=O.CN(C)C=O.CN(C)C=O.CN(C)C=O.CN(C)C=O.CN(C)C=O
LUMO: 0.01383 hartree
E_tot: -1987.82824 a.u.
orbital gap: 0.3493 hartree
F_max: 0.12533 Eh/bohr
HOMO level: -9.129 eV
energy relative to the best compared isomer or geometry (same formula, charge and spin): 10.3702 eV

ORCA input file:
```
! wB97M-V def2-TZVPD RIJCOSX def2/J DEFGRID3
* xyz 0 1
N 0.1236 0.8309 -1.4621
C 6.4584 -4.7894 -4.4838
O -1.6092 -0.2847 -2.1898
N 8.1384 7.6314 2.9043
H -2.4457 1.1789 9.1130
H -5.4759 0.0600 7.1911
H -9.9222 -3.6924 1.2505
C 5.6934 -3.3412 -6.2524
H 1.7945 -4.6821 1.6418
C -8.8792 -2.6004 -5.0749
H 1.7293 1.2247 -0.2249
H 7.2215 -5.1308 -3.7674
H 9.5872 9.0544 3.5213
C 8.0791 6.4510 2.1887
H 7.4069 9.8115 -6.1178
C -3.0995 0.4075 9.5200
H 7.1380 6.6495 4.5267
H 0.2723 1.9742 0.3852
C 0.9789 0.5411 -2.6337
C -1.1887 0.5108 -1.3517
C -9.9029 -4.7265 1.5945
H 5.2371 11.2197 -3.4310
H 7.8598 -2.0171 -5.0987
H 0.2767 0.3931 -3.4542
N -4.3220 -0.0352 8.7466
H -0.9701 -4.8749 4.2223
H 9.4690 8.4412 1.7064
H 1.6119 -0.3135 -2.3950
C 0.1316 -7.0782 3.0266
H -10.7441 -5.1009 2.1778
O -7.7705 -6.2161 4.0927
H 8.4604 9.6116 2.4808
H 6.0539 7.8518 -6.0692
H -1.8312 1.1016 -0.6805
H 6.4814 8.2291 3.9630
H 4.4754 8.7089 -6.0832
H 4.6840 -3.6806 -6.0204
C 9.0168 8.6927 2.6658
H 5.9133 -3.3670 -7.3197
H -9.6998 -5.4693 0.8231
N 6.7414 -3.7478 -5.2943
C 1.7860 -5.6563 2.1306
H -2.5645 -0.5293 9.6757
C 5.3269 8.4048 -5.4744
C -4.4381 0.3176 7.4534
C -5.2813 -0.8362 9.5039
H 0.7336 -4.3102 4.3743
H 4.9129 7.6873 -4.7659
H -0.3718 -3.8676 3.0639
H 1.1820 2.6932 -0.9473
H -9.7568 -5.8408 3.9479
H -4.7487 -1.7195 9.8564
H -7.6361 -4.9864 0.6316
H -6.6749 -5.2341 1.9759
C -7.4460 -4.5735 -5.7535
O -10.9399 -4.3824 -4.9975
H -7.6270 -3.5804 1.6331
C 6.8276 10.3873 -5.3795
H -7.4835 -5.5303 -6.2743
C 8.0883 -3.0622 -5.3075
O -3.6157 0.9428 6.7674
H -9.8844 -2.1791 -5.0914
H 4.0649 9.9712 -3.7574
H 1.6281 -6.2535 1.2325
N -8.7160 -4.9894 2.4434
O 5.4729 -5.5163 -4.4960
H -9.5356 -5.8117 -5.7242
N 5.8866 9.5802 -4.7793
C -0.0333 -4.6873 3.6976
H 8.6149 -2.9844 -6.2587
H -0.8455 -7.0483 3.5332
N -8.7198 -3.9356 -5.4686
C -9.7617 -4.7819 -5.4072
C -8.7314 -5.6413 3.6003
H -6.9038 -3.9612 -6.4740
O 7.1636 11.4795 -4.9370
H 2.7330 -5.8868 2.6186
H -6.8990 -4.8090 -4.8406
H 8.9742 -3.2987 -4.7181
C -7.5545 -4.6674 1.6706
H 5.5144 9.7588 -2.7152
H 1.6111 1.4025 -2.8488
C 7.3804 7.6368 4.1335
C 0.8251 1.7526 -0.5277
H 5.5600 -2.2616 -6.1830
H -8.2975 -1.9420 -5.7200
H -8.4819 -2.4331 -4.0738
N 0.6269 -5.7616 2.9644
H -3.2989 0.6498 10.5638
H 7.1747 5.9167 2.5184
H -6.1386 -0.9480 8.8401
O 8.9295 6.1265 1.3188
H 8.0202 8.0607 4.9075
H -5.5525 -0.3460 10.4389
C 5.1339 10.1581 -3.6554
O 0.5943 -8.1004 2.7426
*
```

Results of the Mulliken charge analysis, in e, for atoms 1 through 6: 0.038, 0.093, -0.612, 0.093, 0.288, 0.215